Computed, not measured: 6 unconnected molecules or ions with the total composition C4H20N2O7 at a distorted geometry, with the ωB97M-V functional and the def2-TZVPD basis.

Output
M: 208.21 g mol⁻¹
SMILES: C[C@@H](NCO)C(N)=O.O.O.O.O.O
E_HOMO: -9.36 eV
DFT total energy: -21782.656 eV
Energy above the lowest of the compared OMol25 structures with the same formula, charge and spin: 87.6 kcal per mole
Orbital gap: 9.6470 eV

Element x y z (Å)
C: -0.64786 -2.89691 0.25916
C: -0.25628 -1.54999 -0.20929
N: -1.33826 -0.64229 0.34350
C: -1.47804 0.65107 -0.29431
O: -2.17162 0.52314 -1.56062
C: 1.08932 -1.20639 0.50492
N: 2.06850 -0.70935 -0.36331
O: 1.31788 -1.32838 1.63585
H: -0.70041 -3.53038 -0.73049
H: 0.04623 -3.42444 0.92021
H: -1.69566 -2.98754 0.64553
H: -0.04793 -1.41424 -1.32895
H: -1.14157 -0.50086 1.27056
H: -2.25187 1.26940 0.23015
H: -0.62494 1.24552 -0.48755
H: -2.31637 -0.38714 -1.98871
H: 2.11036 -0.44445 -1.28703
H: 3.06267 -0.34496 -0.03543
O: -0.14913 0.98693 2.47838
H: -0.18636 0.89135 3.44896
H: -0.62408 1.68194 2.19495
O: 2.33517 1.16332 -3.24588
H: 1.39964 0.72698 -3.30055
H: 2.27453 2.02192 -3.22919
O: -1.40090 -0.96486 3.62603
H: -0.76782 -1.15092 2.85437
H: -0.74775 -0.84117 4.27450
O: 0.95732 2.12869 0.30962
H: 1.02138 1.75448 1.14312
H: 1.82796 1.98588 -0.09150
O: -0.45697 2.35819 -3.28989
H: -0.21295 2.29431 -2.36479
H: -1.23345 1.69300 -3.19029

Forces on atoms 1 to 6 (eV/Å):
C -1.29 -3.72 -2.65
C 0.59 2.20 0.91
N 0.40 0.15 -4.02
C -3.03 -0.84 -0.59
O -0.25 -1.43 -2.03
C 0.41 1.50 -5.97

---

Computed, not measured: 6 unconnected molecules or ions with the total composition C4H20O6 at a distorted geometry, with the ωB97M-V functional and the def2-TZVPD basis.

Output
M: 164.20 g mol⁻¹
Charge: -1
Multiplicity: 2
E_HOMO (alpha / beta): 0.63 / -7.06 eV
DFT total energy: -16755.878 eV
Orbital gap (alpha / beta): 2.6447 / 10.2143 eV

Element x y z (Å)
C: -2.72710 -2.56573 -0.20565
O: -2.62403 -1.09571 -0.14298
H: -1.72287 -2.94631 -0.39216
H: -3.20931 -2.91042 0.70909
H: -3.32552 -2.85200 -1.07054
H: -3.48892 -0.74947 -0.37467
C: 2.55004 1.45040 -0.23053
C: 1.71607 1.25321 -1.50433
C: 1.95900 -0.06815 -2.27680
O: 0.38139 1.32131 -1.36561
H: 2.48034 0.47153 0.24387
H: 2.30540 2.20862 0.51335
H: 3.58215 1.57904 -0.55659
H: 1.83815 2.08213 -2.20154
H: 1.27828 -0.22713 -3.11313
H: 1.94191 -0.97648 -1.67452
H: 2.94851 -0.22756 -2.70526
H: -0.12606 0.96625 -2.09912
O: -0.81401 -1.01339 3.95464
H: -0.81427 -0.66748 3.06213
H: -1.58739 -0.62437 4.36302
O: -0.71945 0.37911 1.24236
H: -1.30599 -0.30452 0.91856
H: -0.40201 0.81688 0.45254
O: 0.58426 -2.51416 2.16483
H: 0.08268 -2.35552 2.96451
H: 0.76301 -1.64073 1.81641
O: -0.54928 4.12518 -0.85472
H: -0.82807 3.47133 -1.49580
H: -0.16689 3.61410 -0.14142

Forces on atoms 1 to 6 (eV/Å):
C 0.01 1.54 -0.42
O 0.28 -1.63 0.02
H -0.06 -0.02 0.51
H 0.31 -0.33 -0.01
H -0.17 -0.01 0.02
H -0.31 0.35 -0.10

---

Computed, not measured: 6 unconnected molecules or ions with the total composition C4H21N2O6 at a distorted geometry, with the ωB97M-V functional and the def2-TZVPD basis.

Output
M: 193.22 g mol⁻¹
Charge: +1
E_HOMO: -13.07 eV
DFT total energy: -19748.914 eV
Energy above the lowest of the compared OMol25 structures with the same formula, charge and spin: 0.0 kcal per mole
Orbital gap: 10.2807 eV

Element x y z (Å)
N: -0.46630 -1.64784 1.08195
C: 0.09033 -0.36860 1.58675
C: 0.99517 0.27538 0.49581
N: 1.93374 1.12403 0.98052
C: 1.91068 1.82284 2.25978
C: 2.68096 1.85319 -0.04047
O: 1.00610 -0.26318 -0.59663
H: 0.32627 -2.26918 0.85687
H: -0.95280 -1.56358 0.14146
H: -1.11572 -2.01078 1.77785
H: 0.66267 -0.58758 2.48319
H: -0.64774 0.38336 1.86202
H: 2.91276 2.22567 2.38276
H: 1.24600 2.68910 2.31193
H: 1.65297 1.13561 3.06173
H: 2.63091 1.42541 -1.04454
H: 2.25401 2.83968 -0.24706
H: 3.74757 1.89627 0.17691
H: -1.26047 -1.42828 -1.91765
H: -2.03038 -2.71517 -1.74492
O: -1.77730 -1.91885 -1.27624
H: -1.32765 2.63993 -0.28177
H: -2.74015 2.62534 -0.89876
O: -2.01098 2.03202 -0.63779
H: -1.57762 0.75872 -3.71543
H: -1.28996 0.87686 -2.22907
O: -0.98393 0.43226 -3.03656
H: 1.70476 -3.64643 -1.19898
H: 1.36227 -2.23658 -1.35140
O: 1.16609 -2.98781 -0.75632
H: -2.62560 0.76621 0.47922
H: -3.69691 0.07988 1.28048
O: -2.80090 -0.05746 0.98176

Forces on atoms 1 to 6 (eV/Å):
N 0.24 0.95 -0.37
C 0.48 1.02 -0.32
C 0.63 -2.33 1.98
N -0.35 1.08 -1.58
C -0.07 -0.21 0.04
C 0.37 0.20 -1.27

---

Computed, not measured: 6 unconnected molecules or ions with the total composition C4H21N2O6 at a distorted geometry, with the ωB97M-V functional and the def2-TZVPD basis.

Output
M: 193.22 g mol⁻¹
Charge: +1
E_HOMO: -12.09 eV
DFT total energy: -19745.305 eV
Energy above the lowest of the compared OMol25 structures with the same formula, charge and spin: 83.2 kcal per mole
Orbital gap: 9.2502 eV

Element x y z (Å)
O: -1.57514 -0.12349 -2.84405
C: -1.47867 1.02819 -2.61148
C: -1.35831 1.52695 -1.19662
C: -1.29759 0.28494 -0.27558
C: -0.21578 0.32624 0.81107
N: 1.17949 0.40516 0.16134
N: -2.46249 2.39513 -0.72959
H: -1.56277 1.80625 -3.34416
H: -0.36194 1.94776 -1.16051
H: -1.32408 -0.67836 -0.83731
H: -2.22592 0.17780 0.33023
H: -0.43558 -0.32647 1.64900
H: -0.23559 1.43430 1.38700
H: 1.81727 0.77073 0.86940
H: 1.32434 0.97816 -0.62716
H: 1.54084 -0.62638 -0.02361
H: -2.47452 2.52871 0.35071
H: -3.33445 2.10184 -0.99247
H: 0.97995 0.93375 3.68971
H: 0.93109 -0.73578 3.64271
O: 1.10523 0.17856 3.14437
H: 3.64806 2.30456 -0.26166
H: 3.78244 1.57887 1.08716
O: 3.14332 1.90681 0.48660
H: 0.23379 -1.62649 -2.51143
H: -0.70055 -2.31498 -1.76080
O: 0.17502 -1.94865 -1.61732
H: 2.47075 -3.27114 -1.00046
H: 2.77874 -3.08797 0.50446
O: 2.42526 -2.70095 -0.22376
H: -3.00412 -2.49270 1.29104
H: -1.46158 -2.42236 1.68083
O: -2.02649 -2.25900 0.93229

Forces on atoms 1 to 6 (eV/Å):
O 0.04 -1.93 -1.47
C -1.10 1.75 1.20
C -1.06 -1.82 2.30
C -0.67 -1.19 1.11
C -0.91 4.79 -0.85
N 0.03 -5.32 3.14